(i)
An isolated molecule of C4H6N2. Source: the Open Molecules 2025 dataset; level of theory: ωB97M-V/def2-TZVPD.

Positions of all 12 atoms, in Å:
C1 -1.84518 -0.28597 0.00683
C2 -0.35697 -0.12876 0.04514
C3 0.37474 1.13086 0.28292
N1 1.63884 0.93079 0.32886
C4 1.77492 -0.44921 -0.09331
N2 0.48213 -1.08538 -0.14809
H1 -2.34868 0.56915 0.46742
H2 -2.14081 -1.19725 0.53220
H3 -2.19133 -0.36977 -1.02877
H4 -0.05587 2.12582 0.34491
H5 2.10859 -0.18315 -1.10322
H6 2.55962 -1.05715 0.36511

E_HOMO = -10.34 eV
SMILES string = CC1=NCN=C1
E_LUMO = 0.60 eV

***

(ii)
An isolated molecule of C4H6N2. Source: the Open Molecules 2025 dataset; level of theory: ωB97M-V/def2-TZVPD.

Positions of all 12 atoms, in Å:
C1 -0.18239 -1.15367 -0.23355
C2 -1.42462 -0.20178 -0.26473
C3 0.73453 1.02661 0.71629
C4 0.83435 -0.13979 -0.16629
H1 -0.20757 -1.82509 0.64213
H2 0.02795 -1.97019 -1.00543
H3 -2.39798 -0.53288 0.07701
H4 0.07205 0.86802 1.53802
H5 1.65770 1.84452 0.68528
H6 1.79476 -0.08122 -0.72334
N1 -1.06772 0.97637 -0.54293
N2 0.15895 1.18911 -0.72247

E_HOMO = -8.98 eV
SMILES string = C1=NN2C[C@H]2C1
E_LUMO = 1.06 eV

***

Structures ranked by computed energy, the most stable listed first: (i), (ii).

***

(i)
An isolated molecule of C4H10N2OS. Source: the Open Molecules 2025 dataset; level of theory: ωB97M-V/def2-TZVPD.

Positions of all 18 atoms, in Å:
C1 -0.64007 -0.56520 2.27037
C2 0.35542 0.10618 0.21339
C3 1.56695 -0.11940 -0.73332
C4 1.14089 -0.56198 -2.11884
H1 -1.49357 -1.25039 2.21395
H2 -1.03948 0.46458 2.28573
H3 -0.11868 -0.73748 3.21189
H4 -0.15663 1.64723 -0.89479
H5 -2.58876 1.25700 0.92120
H6 2.14371 0.81938 -0.82465
H7 0.50346 -1.45200 -2.05738
H8 2.02195 -0.78131 -2.72438
H9 0.57864 0.25979 -2.61971
H10 2.36401 -1.04176 0.81290
N1 0.30925 -0.76189 1.16550
N2 -0.48995 1.13845 -0.10267
O1 2.46238 -1.08114 -0.16577
S1 -2.19925 0.85441 -0.26425

E_HOMO = -9.41 eV
SMILES string = C/N=C(\NS)[C@H](C)O
E_LUMO = 0.54 eV

***

(ii)
A structure of composition C4H10N2OS. Source: the Open Molecules 2025 dataset; level of theory: ωB97M-V/def2-TZVPD.

Positions of all 18 atoms, in Å:
C1 -2.37192 -1.01607 0.08677
C2 -0.10707 -0.06436 0.88662
C3 1.19130 -0.71617 0.91177
C4 -0.22136 1.27043 0.06024
H1 -2.92539 -0.57863 1.22212
H2 -2.67591 -2.18882 -0.26145
H3 -2.98241 -0.38658 -1.02579
H4 -0.72669 -0.08307 1.97086
H5 1.24146 -1.66143 1.49720
H6 1.99044 -0.06624 1.28859
H7 0.46526 -1.72053 -1.13894
H8 -0.10248 3.33598 0.41252
H9 0.30477 2.29731 1.98086
H10 -0.40502 0.31288 -1.51464
N1 -0.13599 2.38161 0.88418
N2 -0.45079 1.37954 -1.18878
O1 -0.90493 -1.02496 0.20192
S1 1.63857 -0.88951 -0.97418

E_HOMO = -8.58 eV
E_LUMO = 0.65 eV

***

(iii)
A cluster of 2 separate species, C4H10N2OS in total. Source: the Open Molecules 2025 dataset; level of theory: ωB97M-V/def2-TZVPD.

Positions of all 18 atoms, in Å:
O1 -1.38954 0.55838 -1.89502
C1 -0.95716 0.16050 -0.81506
N1 0.29701 -0.34227 -0.65030
C2 0.94215 -0.41756 0.66050
C3 2.46137 -0.52037 0.47649
S1 3.04199 0.85219 -0.58514
C4 -1.81862 0.23353 0.42550
N2 -3.19916 0.46847 0.05498
H1 1.01516 0.00120 -1.31297
H2 0.77440 0.45630 1.28683
H3 0.58539 -1.31780 1.19324
H4 2.96791 -0.49190 1.46458
H5 2.74594 -1.48587 0.04247
H6 2.65715 -0.42639 -2.23075
H7 -1.72813 -0.70638 0.97195
H8 -1.42808 1.04116 1.08255
H9 -3.28926 0.87705 -0.89520
H10 -3.67851 1.05976 0.72534

E_HOMO = -9.15 eV
E_LUMO = -1.92 eV

***

(iv)
An isolated molecule of C4H10N2OS. Source: the Open Molecules 2025 dataset; level of theory: ωB97M-V/def2-TZVPD.

Positions of all 18 atoms, in Å:
C1 1.15904 -1.68762 -0.49289
C2 -0.14189 -1.21497 0.06564
C3 -2.18330 1.96805 -0.20782
C4 -1.13030 0.93346 0.09521
N1 2.21101 -1.28171 0.22149
N2 -0.91055 -0.11336 -0.54647
O1 1.54346 1.24898 0.42904
S1 2.79522 0.19122 0.00490
H1 1.13242 -2.85421 -0.55229
H2 1.40010 -1.30822 -1.52791
H3 -0.80371 -2.10891 -0.01144
H4 -0.04262 -1.00493 1.14707
H5 -2.99201 1.74261 0.55331
H6 -1.80880 2.97347 -0.13101
H7 -2.67263 1.91139 -1.20500
H8 0.92288 1.26156 -0.20636
H9 -0.65363 1.02525 1.18201
H10 2.17532 -1.68207 1.18252

E_HOMO = -8.78 eV
SMILES string = C/C=N/CCNSO
E_LUMO = 0.88 eV

***

Structures ranked by computed energy, the most stable listed first: (i), (iv), (iii), (ii).

***

(i)
An isolated molecule of C4H10N2OS. Source: the Open Molecules 2025 dataset; level of theory: ωB97M-V/def2-TZVPD.

Positions of all 18 atoms, in Å:
C1 2.85270 -0.64434 0.66270
C2 0.00638 1.47495 -0.04420
C3 -0.87870 0.36664 0.48830
C4 -1.81905 -0.15527 -0.60200
H1 3.32768 -1.64431 0.58627
H2 2.21770 -0.61820 1.56228
H3 3.63929 0.10282 0.74908
H4 1.71724 1.88969 -1.01094
H5 -1.48023 0.76752 1.29364
H6 -0.32320 -0.47467 0.87635
H7 -2.45529 0.69097 -0.96667
H8 -1.22415 -0.52792 -1.48361
H9 -2.19562 -1.98911 0.14604
H10 -3.43208 -1.39792 -0.71355
N1 1.22882 1.11321 -0.60331
N2 -2.71196 -1.15127 -0.04102
O1 -0.33222 2.63420 -0.05711
S1 1.86268 -0.43698 -0.84227

E_HOMO = -9.35 eV
SMILES string = CSNC(=O)CCN
E_LUMO = 0.69 eV

***

(ii)
An isolated molecule of C4H10N2OS. Source: the Open Molecules 2025 dataset; level of theory: ωB97M-V/def2-TZVPD.

Positions of all 18 atoms, in Å:
C1 0.62176 1.74616 -0.81187
C2 -0.24007 -0.34383 -0.15718
C3 0.48209 -1.56188 0.40390
C4 -1.68011 -0.16085 0.22004
H1 1.34400 1.44968 -1.59868
H2 -0.39208 2.04831 -1.18997
H3 1.08029 2.56363 -0.34663
H4 -0.17047 -0.39925 -1.23596
H5 -0.16187 -2.45179 0.19193
H6 0.55291 -1.60645 1.50124
H7 2.37885 -2.45493 0.37707
H8 2.41526 -0.77508 -0.29933
H9 -0.96800 1.39026 1.27855
H10 -2.77378 1.57787 1.16868
N1 1.80258 -1.70700 -0.17448
N2 -1.80284 0.90746 0.99401
O1 0.46083 0.75060 0.21383
S1 -2.94935 -0.97292 -0.53514

E_HOMO = -8.17 eV
SMILES string = CO[C@@H](CN)C(N)=S
E_LUMO = 0.52 eV

***

Structures ranked by computed energy, the most stable listed first: (i), (ii).

***

(i)
An isolated molecule of C4H10N2OS. Source: the Open Molecules 2025 dataset; level of theory: ωB97M-V/def2-TZVPD.

Positions of all 18 atoms, in Å:
O1 -0.03619 -2.63649 -0.90382
C1 0.23195 -1.84731 -1.76644
N1 -0.03906 -0.50479 -1.68132
C2 -0.22530 0.35556 -0.52187
C3 0.87435 0.23626 0.49320
S1 1.46710 1.80015 1.19289
C4 -1.66001 0.00750 0.12639
N2 -1.77221 0.48957 1.50358
H1 0.67395 -2.14056 -2.72815
H2 0.10906 0.04708 -2.50894
H3 -0.40537 1.37137 -0.85226
H4 0.62943 -0.39486 1.35031
H5 1.80645 -0.21839 0.14800
H6 0.29001 2.42026 1.40278
H7 -2.27159 0.69294 -0.46484
H8 -1.87770 -1.04307 -0.02715
H9 -2.71720 0.40510 1.83237
H10 -1.17830 -0.08804 2.08664

E_HOMO = -8.99 eV
SMILES string = NC[C@@H](CS)NC=O
E_LUMO = 0.76 eV

***

(ii)
An isolated molecule of C4H10N2OS. Source: the Open Molecules 2025 dataset; level of theory: ωB97M-V/def2-TZVPD.

Positions of all 18 atoms, in Å:
C1 -1.12106 -2.54822 1.30901
C2 0.23912 -2.11770 0.75862
C3 0.23215 -0.66554 0.31133
C4 -0.40361 1.20147 -2.49950
H1 -1.38614 -1.93332 2.15742
H2 -1.11798 -3.61179 1.61936
H3 -1.89920 -2.43454 0.60403
H4 0.98391 -2.22778 1.50032
H5 0.52858 -2.74729 -0.07990
H6 -0.95363 -1.24829 -1.23040
H7 0.64863 1.43213 -2.39234
H8 -0.95656 2.09751 -2.68782
H9 -0.55925 0.50145 -3.33209
H10 0.12378 2.13918 -0.15075
N1 -0.27553 -0.52125 -0.98725
N2 0.74504 0.18685 1.09869
O1 -0.92920 0.68683 -1.28357
S1 0.94096 1.85368 0.88775

E_HOMO = -8.21 eV
SMILES string = CC/C(=N/S)NOC
E_LUMO = 0.81 eV

***

Structures ranked by computed energy, the most stable listed first: (i), (ii).

***

(i)
A cluster of 13 separate species, H26O13 in total. Source: the Open Molecules 2025 dataset; level of theory: ωB97M-V/def2-TZVPD.

Positions of all 39 atoms, in Å:
O1 2.49071 0.97528 -0.14181
H1 3.03578 0.29882 -0.50730
H2 2.84617 1.32819 0.65277
O2 0.77252 -1.37520 -2.76566
H3 0.33546 -0.95250 -2.06643
H4 0.68077 -2.27384 -2.66541
O3 -1.50407 2.03836 1.38222
H5 -1.03753 1.39617 0.90097
H6 -2.32279 1.56684 1.47707
O4 1.99842 3.61613 -0.64652
H7 2.27067 2.70829 -0.70314
H8 1.59193 3.67579 0.20666
O5 -2.11063 -3.18318 1.40840
H9 -1.15197 -2.94524 1.28103
H10 -2.09111 -3.58021 2.23672
O6 -0.26603 2.57440 -2.34933
H11 -0.35579 1.94886 -1.65499
H12 -0.17072 3.33388 -1.82096
O7 0.08777 -2.11733 0.51745
H13 0.01470 -2.66722 -0.20470
H14 0.89791 -2.48527 0.86369
O8 -2.06641 -1.50923 -1.73591
H15 -2.60622 -0.79817 -2.08675
H16 -2.32065 -2.24119 -2.32676
O9 -0.14151 0.42664 -0.30147
H17 0.81659 0.59956 -0.11602
H18 -0.30197 -0.44248 0.08183
O10 0.74615 0.59127 2.54773
H19 1.09642 0.99007 3.28763
H20 0.44874 1.27307 1.97109
O11 -2.67274 -0.35236 0.83003
H21 -2.68654 -1.26122 1.11637
H22 -2.43642 -0.44547 -0.09207
O12 -0.26425 -1.91302 3.49957
H23 -1.19081 -1.81676 3.49406
H24 0.11656 -1.19862 2.95020
O13 2.39374 1.46775 -3.19451
H25 1.77728 1.25297 -2.50542
H26 3.27985 1.49617 -2.82032

E_HOMO = -10.42 eV
E_LUMO = -0.50 eV

***

(ii)
A cluster of 13 separate species, H26O13 in total. Source: the Open Molecules 2025 dataset; level of theory: ωB97M-V/def2-TZVPD.

Positions of all 39 atoms, in Å:
O1 0.41659 0.65062 0.15903
H1 0.34559 -0.07038 0.68003
H2 -0.14241 0.42062 -0.60197
O2 0.23659 -0.45038 3.47003
H3 -0.70741 -0.35838 3.45903
H4 0.65459 0.36762 3.14203
O3 3.94859 0.95762 0.19503
H5 3.21959 0.40762 0.31003
H6 3.94859 1.35762 -0.57997
O4 1.38959 2.29262 1.57703
H7 2.29159 2.58362 1.52103
H8 1.32959 1.84162 0.74703
O5 -0.15641 -2.70538 -1.70497
H9 0.17559 -1.94038 -2.14697
H10 0.02159 -3.69438 -1.97097
O6 -2.79341 -1.57038 1.18403
H11 -1.99741 -1.91838 0.91303
H12 -3.25841 -1.89738 0.33103
O7 -3.63441 -0.23538 -1.43997
H13 -3.54641 -1.18638 -1.13197
H14 -2.73541 0.04262 -1.72597
O8 -1.18841 0.69962 -2.31697
H15 -0.54541 0.15762 -2.83797
H16 -1.03341 1.73562 -2.32297
O9 1.33759 -0.38138 -3.01397
H17 1.74559 0.46762 -2.85697
H18 1.02259 -0.28838 -3.89797
O10 -0.72641 3.79962 0.89003
H19 -1.60341 3.22762 0.74803
H20 -0.04541 3.40062 1.04203
O11 -0.00241 -1.93838 0.98103
H21 0.95559 -2.08238 1.23103
H22 0.07459 -2.06738 0.12003
O12 -2.49141 1.32362 0.52203
H23 -2.14441 0.58162 0.88103
H24 -3.06541 0.89862 -0.19997
O13 2.51859 -1.57838 1.61903
H25 3.09459 -1.24038 2.17603
H26 3.09059 -1.61038 0.85103

E_HOMO = -9.86 eV
E_LUMO = -0.78 eV

***

(iii)
A cluster of 13 separate species, H26O13 in total. Source: the Open Molecules 2025 dataset; level of theory: ωB97M-V/def2-TZVPD.

Positions of all 39 atoms, in Å:
H1 0.44122 -0.51482 1.30269
H2 -0.47450 -0.60885 0.03832
H3 0.81900 -3.70355 -1.10820
H4 1.76225 -4.71801 -0.25329
H5 -0.78257 4.22049 -2.28043
H6 -0.74188 2.81304 -2.76398
H7 -1.48572 1.54775 -2.00217
H8 -1.98571 2.07926 -0.76900
H9 -2.89094 -3.21157 2.00452
H10 -3.22755 -2.82815 0.49079
H11 3.15778 -0.48845 -2.55481
H12 3.28326 0.89252 -3.04944
H13 1.05843 -2.49081 3.64530
H14 -0.07690 -1.52528 3.66827
H15 -1.75704 -1.18899 1.11713
H16 -3.06396 -0.59158 1.98905
H17 3.83001 -0.14697 0.74259
H18 2.42057 0.53341 0.92797
H19 -3.47367 2.77932 2.14202
H20 -2.47982 1.55699 2.03171
H21 2.08180 2.11927 2.74489
H22 2.07146 1.63807 4.05644
H23 1.32152 0.61422 -2.59762
H24 0.15038 0.66343 -1.81383
H25 -0.62730 0.73979 -4.65937
H26 -0.78156 0.06541 -3.31366
O1 -0.31894 -0.14882 0.81674
O2 0.81091 -4.46002 -0.50493
O3 -0.22413 3.45875 -2.21193
O4 -1.61041 1.28181 -1.05151
O5 -2.65365 -3.38088 1.09856
O6 3.25011 -0.04267 -3.39583
O7 0.79121 -1.70674 3.99814
O8 -2.12425 -0.50245 1.76406
O9 3.05333 0.14251 0.26980
O10 -2.57049 2.46132 2.13423
O11 2.69094 1.78917 3.34545
O12 1.08922 1.01218 -1.75180
O13 -0.73246 -0.15007 -4.24691

E_HOMO = -10.75 eV
E_LUMO = -0.29 eV

***

(iv)
A cluster of 13 separate species, H26O13 in total. Source: the Open Molecules 2025 dataset; level of theory: ωB97M-V/def2-TZVPD.

Positions of all 39 atoms, in Å:
H1 -0.36623 0.23377 -0.85705
H2 0.50783 -0.63588 0.03163
H3 4.31958 -1.17387 1.06690
H4 4.42984 -2.66053 1.36310
H5 -3.33853 0.19813 -2.49107
H6 -1.98194 0.47216 -1.86288
H7 2.25538 2.78054 -0.29689
H8 0.74738 2.86897 -0.12904
H9 -1.10025 4.85757 -0.12668
H10 -1.62797 3.98886 -1.25668
H11 -5.13779 -0.00910 1.42064
H12 -4.27254 -0.41401 0.23851
H13 3.95888 1.09874 -1.24044
H14 5.24007 1.91585 -1.27085
H15 2.48481 0.34595 4.04687
H16 1.29778 1.02354 3.38215
H17 -2.69630 -1.78101 -1.69118
H18 -2.23261 -3.15979 -1.25076
H19 0.12481 -3.23646 -1.41415
H20 0.31516 -4.37910 -0.43019
H21 -3.61119 -0.96349 3.51019
H22 -3.52097 -2.25791 2.71876
H23 5.43849 -1.06732 -0.11942
H24 4.83056 -1.38663 -1.47534
H25 -3.21684 2.05196 -1.23934
H26 -3.06483 1.43371 0.14077
O1 -0.39949 -0.32868 -0.07505
O2 4.96360 -1.86477 1.25895
O3 -2.48389 -0.21283 -2.31876
O4 1.43479 2.34926 -0.56074
O5 -1.81438 4.24911 -0.34755
O6 -4.40602 -0.58724 1.17722
O7 4.30338 1.96273 -1.49311
O8 2.24948 0.89937 3.29365
O9 -2.87449 -2.71954 -1.81923
O10 0.63788 -4.04005 -1.27273
O11 -3.54005 -1.30042 2.60996
O12 4.87188 -0.69552 -0.80478
O13 -2.72526 2.14390 -0.41539

E_HOMO = -9.38 eV
E_LUMO = 0.02 eV

***

Structures ranked by computed energy, the most stable listed first: (i), (ii), (iii), (iv).